Record 1
The following is a DFT calculation (ωB97M-V/def2-TZVPD) of a cluster of 22 separate species, C9H60NO22 in total.

Each line ends with the Löwdin charge.
CARTESIAN COORDINATES (ANGSTROEM)
C -0.0364 0.1160 3.2574  -0.045
C 0.0356 -0.3948 1.8174  -0.471
C -1.3497 -1.0629 1.7394  -0.151
C -1.7925 -1.4365 0.2928  -0.171
C -1.6278 -0.3255 -0.6830  -0.162
C -0.2603 0.4577 -0.6524  -0.375
N 0.0548 0.6798 0.8005  -0.198
O 1.0265 1.7562 1.0671  -0.285
C -0.5926 1.9127 -1.3651  0.002
C 0.8891 -0.3928 -1.3196  -0.012
C 1.2010 -1.4573 1.6476  0.003
H 0.0544 -0.6869 3.9889  0.094
H -0.9997 0.5864 3.4544  0.076
H 0.8208 0.7724 3.4075  0.053
H -2.1955 -0.5653 2.2137  0.106
H -1.2307 -2.0019 2.2800  0.108
H -2.6846 -2.0621 0.3242  0.096
H -0.9492 -2.0777 0.0362  0.080
H -2.3334 0.4785 -0.4734  0.101
H -2.0362 -0.6022 -1.6550  0.096
H -1.2702 1.7563 -2.2045  0.057
H 0.3059 2.4448 -1.6777  0.056
H -1.0885 2.5726 -0.6533  0.063
H 1.8235 0.1298 -1.1146  0.063
H 0.7049 -0.3844 -2.3939  0.060
H 1.0048 -1.4223 -0.9807  0.051
H 1.6448 -1.6718 2.6198  0.063
H 1.9260 -1.0050 0.9710  0.057
H 0.7978 -2.4257 1.3513  0.065
O 1.2844 -3.1666 -4.0075  -0.043
H 0.4986 -2.6737 -4.2441  -0.008
H 1.2025 -3.9923 -4.4848  0.045
O -0.2141 1.6258 -4.6924  -0.037
H 0.3693 1.3322 -5.3922  0.059
H -0.8349 2.2106 -5.1270  0.041
O 2.2929 -3.8537 -1.3043  -0.065
H 1.7363 -3.6307 -2.0504  -0.011
H 2.8413 -3.0800 -1.1742  -0.023
O -3.2535 1.1545 -4.8033  -0.047
H -2.4043 1.5377 -5.0232  -0.013
H -3.1299 0.7822 -3.9301  -0.007
O -0.6204 -1.0716 -4.8034  -0.049
H -1.5287 -1.1235 -5.1009  0.044
H -0.6130 -0.3447 -4.1806  0.000
O 4.5087 -2.1778 3.2201  -0.061
H 3.9454 -1.7608 3.8721  -0.011
H 4.9933 -1.4539 2.8234  0.024
O 3.6487 2.2997 2.9367  -0.055
H 3.9589 3.1971 2.8154  0.037
H 2.7043 2.3502 2.7892  -0.017
O -2.7620 -3.9634 -2.2061  -0.039
H -2.4451 -3.9874 -3.1090  0.041
H -1.9677 -3.9853 -1.6723  0.001
O -4.4154 -4.2322 1.2776  -0.031
H -4.3498 -3.6432 2.0293  0.049
H -3.6003 -4.7338 1.2939  0.044
O 0.3658 5.1730 -2.1995  -0.069
H -0.1509 4.5293 -1.7149  -0.001
H 1.1785 5.2535 -1.7001  -0.015
O -2.9718 4.7074 0.9398  -0.080
H -3.6346 4.0316 1.0822  0.012
H -2.1664 4.3323 1.2958  -0.015
O -0.4062 -4.8463 -0.4370  -0.043
H 0.4446 -4.4095 -0.4756  -0.004
H -0.4681 -5.1724 0.4608  0.041
O -4.6057 -0.0755 -2.5547  -0.039
H -4.1088 -0.2724 -1.7606  0.007
H -5.0242 -0.9043 -2.7876  0.028
O 0.9937 3.3220 3.4532  -0.062
H 1.2337 4.0499 2.8797  0.060
H 0.6286 2.6622 2.8636  -0.018
O -5.1367 -2.7457 -1.1957  -0.065
H -4.6320 -3.1340 -1.9104  -0.002
H -4.8733 -3.2402 -0.4196  -0.020
O 0.6340 2.5299 6.0570  -0.071
H -0.3086 2.5151 5.8911  0.022
H 1.0227 2.7599 5.2130  -0.026
O -1.6477 2.7016 1.9167  -0.063
H -2.3972 2.1224 1.7784  0.048
H -0.9057 2.2276 1.5414  -0.011
O 3.2140 0.0276 4.7478  -0.047
H 4.1493 0.1839 4.8788  0.039
H 2.9570 0.6590 4.0760  -0.002
O 4.3060 -2.1608 -0.7169  -0.026
H 4.5515 -1.4440 -1.3018  0.058
H 3.9915 -1.7266 0.0760  0.036
O 2.2125 4.4572 -0.3013  -0.046
H 2.2869 3.5628 -0.6342  0.018
H 3.0865 4.6632 0.0303  0.037
O 4.2710 2.1037 -0.6818  -0.052
H 4.5924 2.6996 -0.0052  0.020
H 3.6295 1.5536 -0.2322  0.007

Summary:
Multiplicity = 1
M = 534.564 g mol⁻¹
Charge = -1
Relative energy (zero: lowest compared OMol25 entry of this formula, charge and spin) = 28.08 kcal/mol
Frontier orbital gap = 5.751 eV
Electronic energy = -2088.9300 Ha


Record 2
The following is a DFT calculation (ωB97M-V/def2-TZVPD) of a cluster of 2 separate species, C9H6BrCl3 in total.

Each line ends with the Löwdin charge.
CARTESIAN COORDINATES (ANGSTROEM)
C -2.0107 0.9239 0.5487  -0.091
C -1.5501 -0.0140 1.4701  -0.118
C -1.6049 0.8522 -0.7811  -0.124
C -0.7078 -1.0211 1.0720  -0.097
C -0.7579 -0.1441 -1.1975  -0.064
C -0.2917 -1.1214 -0.2789  -0.362
C 3.0549 0.7412 -0.0991  -0.619
C 2.0770 1.4735 0.3318  -1.205
C 0.5299 -2.1373 -0.7485  -0.551
Cl 3.7950 0.6234 -1.5751  0.696
Cl 1.1964 2.6988 -0.6483  0.579
Cl 1.4773 1.3813 1.9326  0.670
Br 1.2497 -3.4733 0.3168  0.736
H -2.6734 1.7121 0.8682  0.101
H -1.8607 0.0577 2.4995  0.105
H -1.9627 1.5888 -1.4858  0.104
H -0.3560 -1.7554 1.7828  0.076
H -0.4330 -0.1918 -2.2254  0.113
H 0.8286 -2.1945 -1.7830  0.050

Summary:
Multiplicity = 1
M = 300.410 g mol⁻¹
Relative energy (zero: lowest compared OMol25 entry of this formula, charge and spin) = 0.00 kcal/mol
Frontier orbital gap (spin up / spin down) = 8.676 / 5.489 eV
Electronic energy = -4300.9912 Ha


Record 3
The following is a DFT calculation (ωB97M-V/def2-TZVPD) of the molecule C9H6F2O.

Each line ends with the Löwdin charge.
CARTESIAN COORDINATES (ANGSTROEM)
C -0.7911 -1.4791 -1.5989  -0.066
C -1.8810 -1.0737 -0.8484  -0.065
C 0.4622 -0.9652 -1.3228  -0.020
C -1.7115 -0.1592 0.1760  -0.019
C 0.6452 -0.0264 -0.3115  -0.145
C -0.4583 0.3791 0.4415  -0.091
C 2.0118 0.5107 -0.0797  -0.261
C 3.1870 -0.3836 -0.0976  0.076
C -0.3413 1.3377 1.6042  -0.342
O 2.7450 -0.0245 1.0390  0.054
F -1.4913 2.0438 1.7680  0.058
F 0.6329 2.2631 1.4578  0.068
H -0.9137 -2.1937 -2.3977  0.106
H -2.8621 -1.4787 -1.0520  0.107
H 1.3261 -1.2798 -1.8893  0.117
H -2.5635 0.1458 0.7662  0.118
H 2.1549 1.5768 -0.2087  0.133
H -0.1513 0.8070 2.5539  0.170

Summary:
Multiplicity = 1
M = 168.142 g mol⁻¹
Relative energy (zero: lowest compared OMol25 entry of this formula, charge and spin) = 0.00 kcal/mol
Frontier orbital gap = 10.078 eV
Electronic energy = -621.4101 Ha